C4H8N2O | ωB97M-V/def2-TZVPD

Last column: Löwdin charge in e.
Geometry (Å):
1 C 0.04 0.48 1.25  -0.05
2 C 0.66 0.19 -0.07  -0.33
3 C 1.70 -0.62 -0.42  -0.12
4 N 1.99 -0.44 -1.75  0.05
5 C 1.22 0.50 -2.16  -0.23
6 N 0.36 0.93 -1.18  0.09
7 H -0.94 0.97 1.17  0.06
8 H -0.01 -0.37 1.91  0.07
9 H 0.63 1.19 1.85  0.08
10 H 2.21 -1.32 0.22  0.10
11 H 1.08 0.85 -3.18  0.11
12 H -0.53 1.39 -1.29  0.15
13 O -2.55 -1.40 1.46  -0.06
14 H -3.10 -0.63 1.62  0.03
15 H -2.77 -1.70 0.57  0.04

Values from the calculation:
Molecular weight (Da): 100.12
SMILES string: Cc1cnc[nH]1.O
LUMO energy (eV): 0.545
Kohn-Sham gap (eV): 9.0

---

C38H48IrN7O2S3Sb | ωB97M-V/def2-TZVPD

Last column: Löwdin charge in e.
Geometry (Å):
1 Ir -0.99 -0.33 0.73  1.20
2 N -0.78 3.77 -0.46  0.11
3 C -0.50 2.52 -0.05  -0.76
4 S -1.13 1.19 -1.06  0.55
5 N 0.27 2.32 0.97  0.06
6 N 0.48 0.97 1.15  -0.15
7 C 1.65 0.50 1.42  -0.14
8 C 2.80 1.31 1.85  -0.17
9 C 2.60 2.31 2.80  -0.02
10 C 3.68 3.07 3.24  -0.04
11 C 4.94 2.85 2.71  -0.05
12 C 5.14 1.86 1.76  -0.05
13 C 4.08 1.09 1.34  -0.05
14 C 1.75 -0.95 1.15  -0.21
15 C 2.79 -1.76 1.56  0.02
16 C 2.82 -3.08 1.16  0.00
17 C 1.80 -3.57 0.35  -0.01
18 C 0.76 -2.72 0.02  -0.09
19 N 0.72 -1.45 0.41  -0.06
20 H -1.56 3.93 -1.07  0.10
21 H -0.47 4.54 0.12  0.12
22 H 1.62 2.48 3.21  0.12
23 H 3.53 3.83 3.99  0.12
24 H 5.78 3.45 3.05  0.12
25 H 6.13 1.69 1.35  0.11
26 H 4.24 0.31 0.60  0.10
27 H 3.56 -1.35 2.20  0.14
28 H 3.62 -3.74 1.48  0.13
29 H 1.78 -4.59 0.02  0.12
30 H -0.09 -3.07 -0.56  0.11
31 O 0.78 -2.25 4.34  0.06
32 C 0.04 -1.55 5.23  -0.25
33 C 0.38 -1.72 6.58  0.00
34 C -0.32 -1.04 7.55  -0.05
35 C -1.37 -0.18 7.22  -0.07
36 C -1.70 -0.02 5.89  -0.02
37 C -1.01 -0.69 4.88  -0.08
38 C -1.37 -0.44 3.48  -0.39
39 O -0.80 -1.20 2.55  -0.22
40 N -2.23 0.48 3.18  0.04
41 N -2.50 0.56 1.79  -0.25
42 C -3.68 1.02 1.54  -0.90
43 S -4.73 1.47 2.86  1.00
44 C -6.19 1.71 1.81  -0.50
45 C -5.74 2.20 0.46  -0.49
46 S -4.33 1.18 -0.06  0.91
47 H 0.39 -2.10 3.46  0.06
48 H 1.19 -2.39 6.82  0.12
49 H -0.05 -1.18 8.59  0.11
50 H -1.91 0.34 7.99  0.11
51 H -2.51 0.65 5.61  0.11
52 H -6.83 2.43 2.30  0.09
53 H -6.72 0.76 1.73  0.08
54 H -5.42 3.24 0.50  0.08
55 H -6.51 2.09 -0.30  0.09
56 C -5.41 -4.62 -0.98  -0.02
57 C -4.37 -3.63 -0.58  -0.23
58 C -3.60 -2.96 -1.53  0.01
59 C -2.65 -2.04 -1.12  -0.14
60 N -2.42 -1.76 0.17  -0.12
61 C -3.16 -2.40 1.09  -0.08
62 C -4.13 -3.33 0.75  0.02
63 H -5.42 -4.79 -2.05  0.09
64 H -6.40 -4.27 -0.68  0.10
65 H -5.24 -5.58 -0.48  0.10
66 H -3.73 -3.14 -2.59  0.13
67 H -2.05 -1.50 -1.84  0.09
68 H -2.96 -2.16 2.13  0.12
69 H -4.69 -3.81 1.54  0.13
70 C 2.12 -0.13 -5.93  -0.12
71 C 1.00 -0.49 -4.95  -0.54
72 C 0.97 -1.97 -4.61  -0.14
73 Sb 1.10 0.73 -3.15  1.62
74 C 3.08 0.63 -2.28  -0.54
75 C 4.16 1.37 -3.07  -0.11
76 C 3.46 -0.83 -2.05  -0.14
77 C 0.60 2.73 -3.81  -0.56
78 C 1.73 3.55 -4.43  -0.12
79 C -0.60 2.60 -4.74  -0.15
80 H 1.97 -0.68 -6.86  0.10
81 H 3.09 -0.42 -5.53  0.07
82 H 2.14 0.93 -6.17  0.06
83 H 0.03 -0.19 -5.37  0.08
84 H 1.90 -2.31 -4.17  0.07
85 H 0.81 -2.55 -5.53  0.09
86 H 0.16 -2.22 -3.93  0.06
87 H 2.93 1.14 -1.32  0.06
88 H 4.29 0.95 -4.07  0.07
89 H 5.12 1.26 -2.55  0.09
90 H 3.96 2.43 -3.17  0.06
91 H 3.69 -1.32 -3.00  0.08
92 H 2.68 -1.40 -1.55  0.05
93 H 4.37 -0.88 -1.44  0.08
94 H 0.29 3.21 -2.88  0.05
95 H 2.19 3.05 -5.28  0.07
96 H 2.50 3.80 -3.71  0.06
97 H 1.31 4.49 -4.79  0.09
98 H -0.33 2.13 -5.69  0.08
99 H -0.99 3.59 -4.97  0.09
100 H -1.42 2.02 -4.29  0.06

Values from the calculation:
Total charge: +2
Molecular weight (Da): 1045.03
Spin multiplicity: 2
LUMO energy (alpha / beta) (eV): -5.621 / -6.833
Kohn-Sham gap (alpha / beta) (eV): 6.6 / 5.4

---

C3H3BrFO2 | ωB97M-V/def2-TZVPD

Last column: Löwdin charge in e.
Geometry (Å):
1 C 0.61 -0.65 0.49  -0.59
2 C -1.79 0.16 1.03  -0.45
3 C 1.25 0.18 -0.68  -0.09
4 O 1.26 -1.32 1.23  0.09
5 O -0.65 -0.55 0.57  -0.18
6 F 2.39 -0.55 -1.09  -0.08
7 Br -2.16 1.74 -0.38  0.12
8 H 1.39 1.15 -0.28  0.09
9 H -2.68 -0.38 0.66  -0.06
10 H 0.39 0.22 -1.54  0.14

Values from the calculation:
Total charge: -1
Molecular weight (Da): 169.96
LUMO energy (eV): 3.757
Kohn-Sham gap (eV): 6.9

---

Calculated total energy values, unit eV, following the record order: -9305.2499, -96581.4121, -80013.1204.
ΔE to the lowest compared entry with this formula, charge and spin values, unit kJ/mol, following the record order: 110.3, 0.0, 371.6.